Record 1
Molecular formula: C2H5IS2
Method: DFT, ωB97M-V/def2-TZVPD

```
10
C2H5IS2 | the Open Molecules 2025 dataset | ωB97M-V/def2-TZVPD
C 0.55 -0.17 0.27
S 0.26 -1.59 -0.63
H 2.42 0.93 0.26
I -2.77 0.71 -0.14
S -1.11 -2.54 0.30
H -0.11 -0.04 1.12
C 1.52 0.83 -0.25
H 1.15 1.80 -0.48
H -3.76 -0.29 0.78
H 1.83 0.35 -1.23
```

Values from the calculation:
* lowest unoccupied orbital energy (alpha / beta): -0.8 / -0.8 eV

These are the Löwdin partial charges, in e, on atoms 1 to 8:
1. C -0.59
2. S 0.37
3. H 0.05
4. I 0.44
5. S -0.01
6. H 0.01
7. C -0.17
8. H 0.07

***

Record 2
Molecular formula: C2H5InO
Method: DFT, ωB97M-V/def2-TZVPD

```
9
C2H5InO | the Open Molecules 2025 dataset | ωB97M-V/def2-TZVPD
H 0.96 0.66 -1.08
H -0.29 -1.55 0.56
O -0.31 0.34 1.27
C 0.23 -0.55 0.49
H 1.27 -0.77 0.76
H -0.75 0.17 -1.49
In -1.83 2.85 2.08
H 0.54 -1.01 -1.56
C 0.19 -0.12 -1.03
```

Values from the calculation:
* net charge: +2
* lowest unoccupied orbital energy: -14.9 eV

These are the Löwdin partial charges, in e, on atoms 1 to 8:
1. H 0.14
2. H 0.28
3. O 0.09
4. C -0.19
5. H 0.16
6. H 0.13
7. In 1.12
8. H 0.14

***

Record 3
Molecular formula: C2H5N2
Method: DFT, ωB97M-V/def2-TZVPD

```
9
C2H5N2 | the Open Molecules 2025 dataset | ωB97M-V/def2-TZVPD
H -0.56 -1.42 -0.25
H -0.05 -1.19 -1.69
N -0.26 1.01 0.41
C 0.36 -1.02 -0.61
H -1.82 1.91 1.56
H 1.20 -1.56 -0.41
H 1.58 0.59 -0.37
N 0.57 0.30 -0.15
C -1.00 1.38 1.53
```

Values from the calculation:
* net charge: +1
* lowest unoccupied orbital energy (alpha / beta): -6.3 / -6.3 eV

These are the Löwdin partial charges, in e, on atoms 1 to 8:
1. H 0.09
2. H 0.16
3. N 0.05
4. C -0.01
5. H 0.01
6. H 0.08
7. H 0.24
8. N -0.03

***

Record 4
Molecular formula: C2H5N2
Method: DFT, ωB97M-V/def2-TZVPD

```
9
C2H5N2 | the Open Molecules 2025 dataset | ωB97M-V/def2-TZVPD
C 2.10 0.50 0.05
H -2.15 -0.26 -0.84
H -0.01 -1.58 0.70
N 1.18 -0.19 0.11
N 0.33 -1.12 -0.14
H -0.97 1.17 -0.49
C -1.47 0.28 -0.04
H 2.90 1.13 -0.22
H -1.91 0.05 0.88
```

Values from the calculation:
* net charge: +1
* lowest unoccupied orbital energy: -6.3 eV

These are the Löwdin partial charges, in e, on atoms 1 to 8:
1. C 0.29
2. H 0.10
3. H 0.10
4. N -0.11
5. N 0.13
6. H 0.07
7. C 0.27
8. H 0.12

***

Record 5
Molecular formula: C2H5N2O2
Method: DFT, ωB97M-V/def2-TZVPD

```
11
C2H5N2O2 | the Open Molecules 2025 dataset | ωB97M-V/def2-TZVPD
C -0.89 0.55 -0.10
H 1.44 0.80 0.90
O -0.33 1.58 -0.09
N 1.81 -0.43 -0.56
H -3.03 0.42 0.05
N 0.54 -0.91 -0.30
H -1.86 -1.16 0.24
H 0.42 -1.45 0.54
O 2.28 0.49 0.65
H 1.59 0.25 -1.39
C -1.98 -0.15 0.07
```

Values from the calculation:
* net charge: -1
* lowest unoccupied orbital energy: 4.4 eV

These are the Löwdin partial charges, in e, on atoms 1 to 8:
1. C -0.53
2. H -0.04
3. O -0.01
4. N -0.17
5. H 0.07
6. N -0.14
7. H -0.03
8. H 0.01

***

Record 6
Molecular formula: C2H5N2O2
Method: DFT, ωB97M-V/def2-TZVPD

```
11
C2H5N2O2 | the Open Molecules 2025 dataset | ωB97M-V/def2-TZVPD
H -0.07 -0.23 -1.47
N 0.10 -1.22 0.46
H -0.25 -2.06 0.00
O -2.44 0.17 -0.45
O -1.40 1.63 0.90
H 1.97 0.46 -0.55
C -0.02 0.00 -0.37
C -1.38 0.70 0.08
N 1.12 0.92 -0.19
H 1.06 -1.37 0.78
H 1.31 1.02 0.82
```

Values from the calculation:
* net charge: -1
* lowest unoccupied orbital energy: 4.1 eV

These are the Löwdin partial charges, in e, on atoms 1 to 8:
1. H 0.12
2. N 0.02
3. H 0.05
4. O -0.17
5. O -0.08
6. H 0.04
7. C -0.41
8. C -0.70

***

Record 7
Molecular formula: C2H5N2O2
Method: DFT, ωB97M-V/def2-TZVPD

```
11
C2H5N2O2 | the Open Molecules 2025 dataset | ωB97M-V/def2-TZVPD
O -0.74 -1.21 0.04
H 0.69 0.91 0.64
O -1.86 -1.86 1.85
N 2.11 2.26 -1.27
H 1.98 0.28 -1.75
H -0.30 -0.29 -0.33
H 2.84 2.17 -1.97
N 0.52 0.80 -0.36
H -2.42 -0.32 0.75
C -1.69 -1.11 0.93
C 1.58 1.12 -1.17
```

Values from the calculation:
* 2S+1: 2
* ⟨S²⟩: 0.759
* lowest unoccupied orbital energy (alpha / beta): 0.5 / -3.2 eV

These are the Löwdin partial charges, in e, on atoms 1 to 8:
1. O -0.01
2. H 0.12
3. O 0.05
4. N 0.12
5. H 0.14
6. H 0.01
7. H 0.06
8. N 0.21

***

Record 8
Molecular formula: C2H5N2S
Method: DFT, ωB97M-V/def2-TZVPD

```
10
C2H5N2S | the Open Molecules 2025 dataset | ωB97M-V/def2-TZVPD
H -1.30 -0.16 -0.48
N 1.83 -1.88 -0.09
H -0.67 0.90 -1.33
H 2.77 -2.27 -0.42
C 0.51 0.35 0.40
H -1.11 1.37 0.23
H -0.17 0.44 1.90
N -0.71 0.70 -0.36
S 2.01 0.98 -0.06
C 1.48 -0.69 0.01
```

Values from the calculation:
* net charge: +1
* lowest unoccupied orbital energy: -4.9 eV

These are the Löwdin partial charges, in e, on atoms 1 to 8:
1. H 0.20
2. N 0.15
3. H 0.16
4. H 0.13
5. C -0.64
6. H 0.13
7. H 0.29
8. N 0.17

***

Record 9
Molecular formula: C2H5N2S
Method: DFT, ωB97M-V/def2-TZVPD

```
10
C2H5N2S | the Open Molecules 2025 dataset | ωB97M-V/def2-TZVPD
N -0.70 -0.66 0.62
H 0.02 -1.26 1.03
C -0.36 0.28 -0.21
C 1.87 -2.78 0.90
H 1.11 1.39 -1.06
H -1.15 0.82 -0.74
H 1.63 0.17 0.05
S 2.79 -3.69 1.71
N 0.87 0.65 -0.42
H -1.66 -0.96 0.71
```

Values from the calculation:
* net charge: +1
* lowest unoccupied orbital energy: -3.8 eV

These are the Löwdin partial charges, in e, on atoms 1 to 8:
1. N 0.19
2. H 0.06
3. C -0.18
4. C -0.60
5. H 0.14
6. H 0.17
7. H 0.13
8. S 0.75

***

Record 10
Molecular formula: C2H5N2Si
Method: DFT, ωB97M-V/def2-TZVPD

```
10
C2H5N2Si | the Open Molecules 2025 dataset | ωB97M-V/def2-TZVPD
H -2.57 -0.15 0.55
C 0.39 1.34 0.00
N -0.82 -1.07 -0.17
H -1.37 -1.92 -0.12
C -1.47 -0.03 0.13
H 1.72 -0.62 -1.35
H 2.38 -1.01 1.02
H 0.89 2.43 -0.16
N -0.85 1.17 0.03
Si 1.69 -0.14 0.06
```

Values from the calculation:
* net charge: +1
* lowest unoccupied orbital energy: -6.4 eV

These are the Löwdin partial charges, in e, on atoms 1 to 8:
1. H 0.18
2. C -0.27
3. N 0.11
4. H 0.09
5. C -0.27
6. H -0.04
7. H -0.06
8. H 0.14

***

Number 1: strongest force on any atom 3.4 eV/A. Number 2: strongest force on any atom 5.2 eV/A. Number 3: strongest force on any atom 13.4 eV/A. Number 4: strongest force on any atom 5.3 eV/A. Number 5: strongest force on any atom 4.9 eV/A. Number 6: strongest force on any atom 3.0 eV/A. Number 7: strongest force on any atom 2.0 eV/A. Number 8: strongest force on any atom 5.1 eV/A. Number 9: strongest force on any atom 0.7 eV/A. Number 10: strongest force on any atom 3.7 eV/A.